# 1
The following is a DFT calculation (ωB97M-V with the def2-TZVPD basis set) of a 16-piece molecular cluster, C69H177N7O23 overall at a distorted geometry.

Values from the calculation:
- total energy (Ha) = -4848.58720
- HOMO (eV) = -8.5
- energy relative to the best compared isomer or geometry (same formula, charge and spin) (eV) = 0.000
- Kohn-Sham gap (Ha) = 0.32960
- LUMO (eV) = 0.509

Positions of all 276 atoms, in Å:
H: -3.533 -1.302 4.088
H: -0.237 3.778 -5.894
O: 2.688 -8.485 -1.434
C: -0.548 -1.864 0.698
C: 1.275 4.214 -1.836
H: 0.138 2.319 0.840
H: -1.010 2.142 -2.850
H: 1.150 -5.644 -2.081
O: -3.572 0.178 -4.028
H: -4.732 -6.270 -6.773
H: -4.312 -5.314 -1.196
C: 0.844 3.577 -6.066
C: -3.907 -6.174 -6.058
H: -3.005 0.459 5.579
C: 4.498 -1.151 3.067
H: -0.314 -4.446 -4.583
H: -2.246 -2.937 0.055
H: -5.012 -3.185 -2.576
C: -0.131 -3.463 -4.190
C: -3.663 -7.891 -2.813
C: 5.371 3.672 -1.667
C: 0.118 -5.366 3.865
C: 7.149 5.416 -1.814
H: 5.378 2.298 0.023
H: 1.478 7.195 -7.720
H: 2.097 -5.910 5.734
H: -0.357 -1.726 -4.888
H: -0.926 -5.463 3.521
H: 1.344 6.049 6.777
H: 0.250 -8.639 -2.656
H: -4.582 2.021 5.377
H: -5.668 -3.314 -7.848
H: 3.166 -4.829 1.963
C: -0.936 6.671 2.193
H: -7.348 -0.172 -7.905
H: 4.155 2.456 2.217
C: -2.921 -8.780 -0.792
H: 1.880 -4.012 -3.735
H: 0.673 5.117 -2.141
C: 3.863 5.096 2.157
H: 4.093 3.455 -0.021
H: -5.657 3.438 5.631
H: 6.768 6.031 -2.656
H: -4.305 -0.652 -2.242
H: -0.605 -2.046 3.949
H: -4.542 0.861 0.375
C: -4.265 -2.680 -5.055
H: 0.215 1.444 -4.792
O: 0.469 3.048 -1.910
H: -1.442 1.220 -0.453
H: -2.117 -0.575 1.088
H: 10.196 6.728 0.786
H: -0.897 -5.517 6.818
C: 7.919 3.282 2.492
C: 4.364 2.906 3.173
H: -4.647 -7.685 -2.442
C: -5.276 -4.788 -1.102
H: -4.223 4.438 3.521
H: 3.907 -0.365 2.594
H: -1.906 -3.184 1.778
H: -3.182 -4.384 -6.917
C: -4.915 0.101 2.304
H: -0.007 -3.726 -2.017
C: -6.295 -0.129 -8.191
H: -6.316 -5.178 -2.707
O: -0.711 -5.862 5.925
H: 1.710 -4.219 1.032
H: 1.667 -3.175 -5.238
H: 1.994 1.000 3.683
H: -2.625 -4.543 -5.309
H: 4.454 4.812 4.028
H: 9.128 6.005 2.023
C: -2.196 -1.520 5.426
H: 1.487 -2.243 -3.693
H: 8.200 2.240 2.499
N: -4.261 -6.879 -4.890
H: -1.866 5.586 -0.022
H: 7.807 4.694 -2.272
C: 0.125 3.672 6.244
O: 1.348 4.700 4.429
H: 0.921 -6.855 -0.828
H: 4.815 -1.868 5.037
O: 3.878 1.850 -1.346
H: -5.218 -0.070 -5.886
H: -3.021 3.830 6.155
H: 1.575 -4.720 6.992
H: 3.493 0.576 0.258
H: -1.690 3.876 0.345
H: 0.933 2.879 -6.880
H: -3.065 -6.656 -6.601
C: -4.374 1.320 -3.893
N: 4.199 -2.437 2.501
C: -3.518 -4.701 -5.904
H: 4.704 4.857 1.500
H: 1.342 2.435 3.119
C: -1.862 4.857 0.770
H: 6.949 7.459 2.673
H: -5.792 2.509 4.136
H: -0.979 1.816 1.957
H: 1.064 5.673 -5.739
C: -1.046 -1.190 4.493
C: -5.130 1.124 1.250
C: 3.811 0.139 6.477
C: 1.480 4.118 5.749
H: -4.288 -2.902 -0.999
H: 1.335 -8.747 -4.119
C: -5.271 -1.295 1.832
H: 4.808 -2.683 1.734
O: 6.524 3.428 2.375
H: -3.732 1.856 -5.846
H: 8.601 7.447 1.302
C: 9.150 6.546 1.063
C: 4.122 -1.161 4.539
C: 2.918 1.227 -0.430
H: 0.516 -7.288 -3.786
H: -5.100 2.767 -5.355
H: -5.742 -5.907 0.681
C: -0.655 -3.279 -2.762
C: -2.650 -0.357 6.264
H: -6.318 -1.303 1.489
C: -3.211 4.542 5.403
H: 2.917 6.299 -8.005
H: -3.764 2.101 -3.396
H: 2.193 3.287 5.653
H: -6.186 1.145 1.022
O: -3.354 -1.992 4.750
C: 1.666 -6.439 -1.520
C: 1.845 6.293 -8.248
C: -0.150 2.788 -3.123
C: 2.757 -4.003 1.365
C: -3.361 -0.389 -2.752
H: -0.661 3.672 -3.492
N: -1.406 -0.668 0.370
H: 2.130 0.660 -0.933
C: 2.086 5.234 6.717
H: 3.004 6.691 3.327
H: -2.267 -5.565 -0.221
H: 6.007 1.613 3.270
H: 3.575 7.186 1.668
O: -6.234 -5.520 -1.817
C: 5.840 2.724 3.343
H: 6.237 6.364 1.486
H: 5.946 3.103 -2.373
C: 6.021 7.226 2.157
H: -0.535 4.525 6.361
H: -2.311 3.284 3.284
H: -0.386 2.925 5.647
H: -0.770 -2.223 -2.527
H: 2.941 4.889 1.585
H: -3.536 -0.652 6.816
H: -5.235 -1.962 2.671
H: -2.778 -1.331 -2.831
C: -3.905 3.728 4.291
H: 0.207 1.302 3.926
O: -0.805 -4.301 0.475
H: 5.663 8.047 1.554
H: -3.735 -8.911 -3.194
H: 5.549 -0.930 2.917
H: 8.255 3.633 3.445
H: -2.301 -7.260 -4.349
C: -5.603 1.029 -7.482
C: 2.831 -2.723 2.158
H: -4.570 -1.551 1.027
H: -0.274 4.591 3.578
H: -1.750 6.907 2.893
H: -3.920 -8.645 -0.368
H: 2.378 -1.899 1.618
C: -5.171 -3.283 -1.506
H: 8.855 6.649 -1.608
H: 0.127 -1.734 1.520
H: -3.815 5.407 5.704
H: 0.219 5.112 1.271
H: -7.266 -2.603 -7.867
H: -2.810 4.910 1.312
H: 4.624 4.108 -2.287
H: 0.160 -2.092 -0.111
H: 2.359 -4.231 5.436
H: -5.157 -6.583 -4.541
C: -1.652 -5.467 0.646
C: 0.805 2.133 -4.144
N: -5.607 0.869 -6.056
H: -4.747 -4.430 0.934
H: 4.747 -0.308 6.909
O: -4.592 -3.959 -5.456
H: -4.809 2.118 1.523
H: 3.305 -9.139 -1.769
H: -0.993 -6.338 0.587
C: 1.062 1.384 3.257
C: -1.472 -3.105 0.784
H: -2.877 0.317 -2.070
H: 0.588 -4.722 3.133
H: -1.370 -0.469 3.727
C: 1.405 4.913 -6.443
O: 8.335 5.736 0.201
H: -0.200 -3.936 5.463
H: 3.866 1.171 6.881
H: 3.811 -3.033 -1.603
H: 2.578 -6.082 -1.040
C: 1.348 -3.190 -4.220
H: -3.313 0.907 3.101
H: -4.023 -1.974 -5.853
H: -2.285 4.891 4.986
H: 0.173 3.177 7.230
H: -5.124 -2.282 -4.516
O: -0.750 -2.580 -5.035
O: 3.605 -3.966 0.226
H: 6.459 4.370 -0.116
H: 0.012 7.012 2.647
C: -3.241 -6.929 -3.905
H: 3.501 -2.011 -0.297
C: -5.082 2.885 4.890
H: 2.485 4.797 -6.348
H: 8.516 3.753 1.708
H: -5.210 1.147 -3.214
O: -3.591 0.032 2.736
H: -6.049 -2.775 -1.131
C: 0.224 -4.940 5.290
H: 0.605 -6.354 3.741
H: -1.859 -2.309 6.156
C: 1.655 -4.953 5.921
H: 3.829 2.252 3.845
H: 2.431 2.003 0.150
H: -4.630 1.163 -7.960
H: 1.624 6.437 -9.284
H: -3.473 -2.612 -4.313
H: 2.411 2.764 -5.234
O: -3.082 2.773 3.642
H: -0.211 -0.796 5.067
H: 1.510 1.500 -3.600
C: -4.704 1.748 -5.337
H: -1.614 -3.798 -2.611
H: -2.138 -5.497 1.584
H: 7.402 7.299 -0.723
C: -0.218 1.427 1.286
H: 3.083 5.558 6.408
C: 0.987 -8.115 -3.281
O: -2.668 -7.806 -1.788
H: -2.978 -9.760 -1.254
H: -3.004 -5.942 -3.468
C: 2.124 -7.615 -2.383
C: 7.953 6.383 -1.009
H: -1.889 0.032 6.938
H: 2.890 -7.243 -3.063
H: -6.306 -2.467 -9.341
H: 3.068 -1.484 4.652
H: 2.195 4.515 3.949
H: -6.361 0.008 -9.295
N: 1.556 3.139 -4.863
O: 5.004 7.002 3.177
H: -1.024 7.276 1.287
O: 4.127 0.193 5.104
H: 6.129 3.084 4.340
H: 2.845 -0.267 6.812
H: -6.464 -4.229 0.571
C: 3.189 -2.979 -0.708
N: 6.074 4.736 -0.977
H: 1.442 4.331 -0.754
O: -0.876 4.356 2.841
H: 2.126 -2.905 -0.928
H: 2.269 4.829 7.731
H: -2.093 -8.750 -0.081
H: -6.194 1.931 -7.757
N: 3.906 4.290 3.350
C: -0.784 5.232 1.747
C: 3.785 6.547 2.550
C: -6.241 -2.480 -8.248
O: -5.624 -1.270 -7.826
H: 0.150 0.457 -0.528
C: -0.728 0.598 0.122
C: 4.699 2.805 -0.676
H: 2.207 -2.825 3.083
H: -5.520 0.336 3.177
H: 2.171 4.089 -2.417
O: 0.840 0.801 1.981
C: -5.588 -4.870 0.402
O: 1.146 5.166 -7.810

***

# 2
The following is a DFT calculation (ωB97M-V with the def2-TZVPD basis set) of one molecule with the formula C14H28N2O4S at a distorted geometry.

Values from the calculation:
- total energy (Ha) = -1358.92246
- HOMO (eV) = -9.4
- energy relative to the best compared isomer or geometry (same formula, charge and spin) (eV) = 0.614
- Kohn-Sham gap (Ha) = 0.36699
- LUMO (eV) = 0.603
- structure (SMILES) = CCCS(=O)(=O)N1CCC[C@@H](C(=O)NCCCOCC)C1

Positions of all 49 atoms, in Å:
C: 3.345 -1.161 0.969
H: 2.163 0.432 -0.869
C: 3.886 0.221 1.337
H: 2.266 -1.104 0.763
H: 3.484 -1.852 1.817
H: -4.775 -1.072 -0.493
H: -5.221 -2.549 0.358
O: -2.774 -0.659 -1.482
H: 4.087 2.200 0.483
C: -2.574 -1.775 0.949
C: 3.500 -2.804 -0.742
C: -3.899 -1.253 1.469
C: 1.582 2.201 -0.047
H: -2.664 -2.766 0.511
H: 0.023 0.383 1.134
C: -0.533 1.241 0.755
H: -0.607 1.996 1.543
C: -5.034 -1.485 0.478
H: 0.191 1.070 -1.252
H: -5.949 -1.015 0.831
H: -4.134 -1.751 2.414
H: -3.790 -0.186 1.672
H: 3.200 -3.514 0.042
H: -3.642 1.362 -0.429
H: -0.697 3.787 -0.187
O: 4.046 -1.639 -0.158
C: -0.659 3.027 -0.970
H: 2.634 -1.816 -2.448
N: -1.863 0.783 0.424
H: -1.804 -1.781 1.715
C: -2.063 2.538 -1.320
N: 2.486 1.265 -0.401
H: 3.303 0.613 2.171
H: 2.029 -3.451 -2.166
C: 3.817 1.195 0.153
O: -0.542 -1.160 -0.584
H: -0.185 3.471 -1.847
C: 0.165 1.841 -0.476
C: -2.705 1.829 -0.126
H: -2.902 2.543 0.680
H: -2.008 1.828 -2.148
H: -2.695 3.373 -1.623
H: 1.463 -2.126 -1.156
O: 1.853 3.203 0.582
H: 4.927 0.128 1.646
C: 2.328 -2.525 -1.682
H: 4.505 0.863 -0.627
H: 4.326 -3.243 -1.309
S: -1.891 -0.706 -0.353

***

# 3
The following is a DFT calculation (ωB97M-V with the def2-TZVPD basis set) of C34H25N3O3ReSi as an isolated structure at a distorted geometry.

Values from the calculation:
- total charge = +2
- multiplicity = 2
- total energy (Ha) = -2067.89315
- HOMO (spin up / spin down) (eV) = -13.6 / -13.6
- Kohn-Sham gap (spin up / spin down) (Ha) = 0.20471 / 0.21046
- LUMO (spin up / spin down) (eV) = -8.046 / -7.891

Positions of all 67 atoms, in Å:
H: -5.043 -2.412 3.011
H: -2.204 -0.090 0.837
H: -3.251 -3.506 -1.566
C: 3.830 -3.053 1.552
C: 0.544 1.814 5.271
C: -2.387 2.233 -4.021
H: -4.264 0.062 -3.733
C: -3.000 -2.642 3.616
H: 1.657 -5.642 1.681
C: -2.404 -0.839 1.600
C: 2.941 -2.015 1.764
C: -1.823 -1.926 -1.561
H: 4.886 -2.852 1.437
H: -0.907 -2.675 4.021
C: 2.668 3.231 -2.973
C: 4.111 1.776 -1.719
H: -4.517 -0.783 1.231
C: -1.685 -2.264 3.388
Si: 0.399 -0.837 2.136
C: 2.017 -4.623 1.694
C: -1.361 -1.362 2.368
C: -2.064 4.244 -7.225
C: 2.071 1.290 3.021
H: -0.766 0.278 4.576
C: -4.018 -2.121 2.829
H: 5.086 1.491 -1.353
H: -4.873 -2.216 -2.963
H: -3.230 -3.337 4.410
C: 1.570 -2.254 1.943
Re: 0.123 0.319 -1.174
H: 3.367 2.846 3.719
C: 0.147 0.828 4.380
C: -1.812 1.309 -3.181
C: 1.129 -3.578 1.899
H: 4.060 -5.178 1.362
H: -1.092 -2.439 -0.950
C: 3.367 -4.363 1.516
N: -1.509 -0.681 -1.958
H: 2.684 1.104 2.145
H: 0.307 4.340 -4.301
H: 2.516 4.093 -3.605
C: 2.466 2.278 3.903
C: -3.029 -2.505 -1.904
C: 0.908 0.540 3.245
O: -1.072 4.837 -7.201
C: -3.588 -0.505 -3.110
C: 3.017 0.996 -1.413
H: -0.052 2.019 6.150
N: 1.786 1.323 -1.851
C: 0.226 2.542 -3.124
C: -3.720 -1.213 1.823
C: 3.933 2.911 -2.499
O: 0.413 -0.164 0.503
C: 1.702 2.536 5.036
C: -3.923 -1.783 -2.679
H: 2.012 3.303 5.732
N: -0.542 1.491 -2.707
C: -2.371 0.024 -2.738
C: 1.606 2.417 -2.637
C: -0.290 3.505 -3.959
H: 3.093 0.100 -0.810
H: 4.777 3.536 -2.754
H: 3.331 -1.006 1.843
H: 0.078 -3.804 2.030
O: -3.037 3.619 -7.227
C: -1.607 3.329 -4.365
H: -3.386 2.099 -4.415

***

# 4
The following is a DFT calculation (ωB97M-V with the def2-TZVPD basis set) of C5H6OS2Se4Tm as an isolated structure at a distorted geometry.

Values from the calculation:
- total charge = -1
- multiplicity = 3
- total energy (Ha) = -11756.83973
- HOMO (spin up / spin down) (eV) = -3.5 / -3.6
- energy relative to the best compared isomer or geometry (same formula, charge and spin) (eV) = 0.000
- Kohn-Sham gap (spin up / spin down) (Ha) = 0.21125 / 0.21225
- LUMO (spin up / spin down) (eV) = 2.203 / 2.209

Positions of all 19 atoms, in Å:
C: 2.568 -0.503 -0.111
C: -1.208 0.247 0.631
C: -0.292 -0.611 1.357
H: -0.213 -2.428 0.085
Tm: 1.235 1.492 -0.077
Se: 0.373 0.358 -2.554
Se: 2.667 3.826 -0.182
H: -1.207 -2.417 1.603
H: -1.654 -1.403 -0.816
C: -2.109 -0.473 -0.341
C: -0.274 -2.076 1.148
Se: 0.681 4.173 -1.315
O: 3.220 -1.472 -0.155
H: 0.708 -2.442 1.682
Se: 1.061 2.434 -3.015
H: -2.951 -0.841 0.258
H: -2.385 0.173 -1.174
S: 1.046 0.005 2.126
S: -1.265 1.957 0.850

***

# 5
The following is a DFT calculation (ωB97M-V with the def2-TZVPD basis set) of one molecule with the formula C5H6O.

Values from the calculation:
- total energy (Ha) = -269.20656
- HOMO (eV) = -10.4
- energy relative to the best compared isomer or geometry (same formula, charge and spin) (eV) = 3.801
- Kohn-Sham gap (Ha) = 0.35870
- LUMO (eV) = -0.622

Positions of all 12 atoms, in Å:
C: 2.247 -0.442 0.058
H: -1.582 1.205 0.692
C: 0.819 0.251 0.201
H: -1.653 1.028 -1.065
H: -0.579 -1.157 0.825
C: 2.168 -0.591 -1.214
H: -2.614 -0.049 -0.033
O: 0.864 1.344 0.697
C: -1.658 0.477 -0.119
H: -0.428 -1.157 -0.921
C: -0.481 -0.494 -0.048
H: 2.897 -0.415 0.927

***

# 6
The following is a DFT calculation (ωB97M-V with the def2-TZVPD basis set) of a 2-piece molecular cluster, C4H12NO overall at a distorted geometry.

Values from the calculation:
- total charge = +1
- total energy (Ha) = -289.26290
- HOMO (eV) = -14.5
- energy relative to the best compared isomer or geometry (same formula, charge and spin) (eV) = 3.047
- Kohn-Sham gap (Ha) = 0.35131
- LUMO (eV) = -4.919

Positions of all 18 atoms, in Å:
O: -0.256 -2.121 -1.124
C: -1.245 -1.502 -0.564
C: 2.128 1.672 0.907
C: -2.188 -0.838 -1.460
H: -3.082 -0.687 -0.840
H: 0.522 1.081 2.215
H: 2.453 1.486 -0.036
H: 1.853 2.730 1.005
H: 0.608 0.431 -0.700
H: 3.051 1.549 1.519
H: 1.487 -0.247 1.488
H: -1.459 -1.712 0.410
H: 0.286 -2.683 -0.458
H: -0.743 0.897 0.317
H: -1.815 0.142 -1.791
N: 0.007 0.387 0.150
C: 1.041 0.725 1.317
H: -2.647 -1.311 -2.354

***

# 7
The following is a DFT calculation (ωB97M-V with the def2-TZVPD basis set) of C10H6AuBr2N3O2S as an isolated structure.

Values from the calculation:
- total energy (Ha) = -6381.21693
- HOMO (spin up / spin down) (eV) = -9.1 / -9.1
- energy relative to the best compared isomer or geometry (same formula, charge and spin) (eV) = 0.520
- Kohn-Sham gap (spin up / spin down) (Ha) = 0.21148 / 0.22554
- LUMO (spin up / spin down) (eV) = -3.373 / -2.916

Positions of all 25 atoms, in Å:
Au: 0.353 -0.408 -1.541
N: 1.413 -6.324 -3.222
C: 1.752 -5.331 -2.741
C: -2.000 0.712 0.852
H: -1.707 -0.114 4.595
C: -3.044 0.250 2.956
C: -1.788 0.121 3.543
N: 1.482 -1.944 -2.061
O: -0.805 1.224 -1.140
N: 2.219 -4.243 -2.159
C: -3.152 0.538 1.607
Br: 1.682 3.249 -2.238
O: -3.034 1.195 -1.249
H: 0.342 0.146 3.248
H: -3.935 0.114 3.553
Br: 3.900 1.006 -1.703
H: -4.112 0.634 1.117
C: 3.528 2.888 -1.850
S: 0.682 0.844 0.473
C: -2.049 1.035 -0.591
C: -0.751 0.582 1.444
H: 4.128 3.286 -2.657
C: -0.632 0.270 2.793
C: 1.761 -3.087 -2.123
H: 3.769 3.353 -0.904

***

# 8
The following is a DFT calculation (ωB97M-V with the def2-TZVPD basis set) of one molecule with the formula C11H8ClF3 at a distorted geometry.

Values from the calculation:
- total energy (Ha) = -1183.60571
- HOMO (eV) = -8.3
- energy relative to the best compared isomer or geometry (same formula, charge and spin) (eV) = 1.124
- Kohn-Sham gap (Ha) = 0.33063
- LUMO (eV) = 0.678
- structure (SMILES) = Cc1ccc([C@@H]2C(=C(F)F)[C@H]2F)c(Cl)c1

Positions of all 23 atoms, in Å:
C: -1.192 -0.057 1.139
F: 3.282 -1.605 0.847
C: -1.345 3.593 0.214
C: 0.479 0.375 -0.475
H: 0.009 -2.139 -2.176
F: -0.057 -4.083 -1.276
C: 0.355 -2.852 -1.273
H: 0.622 2.169 -1.319
H: -0.256 -2.490 1.102
C: -1.573 1.241 1.114
H: -1.704 3.627 -0.773
H: -2.143 1.825 1.761
C: -0.201 -0.585 0.302
F: 3.645 -2.776 -0.905
C: -0.017 1.663 -0.652
Cl: -2.081 -1.272 2.174
H: 1.061 0.063 -1.317
C: 0.187 -1.948 0.305
H: -1.908 3.764 1.160
C: 2.734 -2.246 -0.184
C: -0.954 2.104 0.255
C: 1.430 -2.429 -0.370
H: -0.373 4.059 0.345